No. 1
C7H14N3O3 | ωB97M-V/def2-TZVPD

Properties
LUMO level   3.5 eV
Frontier orbital gap   7.31 eV
Electronic energy   -664.92124 Ha
Net charge   -1
HOMO energy   -3.8196 eV
Energy above the lowest of the compared OMol25 structures with the same formula, charge and spin   0.00 kJ/mol
SMILES   CC(C)=[N+]([O-])CC(C)(C)N=[N+]([O-])[O-]

Cartesian coordinates (Å):
C (-1.06879, 1.47812, -1.52720)
C (-1.36897, 1.02151, -0.06086)
C (-1.98843, 2.02813, 0.83552)
N (-1.46156, -0.18644, 0.32366)
O (-1.98337, -0.51085, 1.43649)
C (-0.69249, -1.20657, -0.28900)
C (0.77160, -0.99442, 0.09236)
C (1.61603, -1.76588, -1.02958)
C (0.96158, -1.50566, 1.49862)
N (0.88535, 0.43211, 0.00693)
N (2.01223, 1.01771, 0.23859)
O (3.05536, 0.38597, 0.65147)
O (2.05935, 2.24734, 0.18678)
H (-0.98850, 0.62890, -2.22956)
H (-0.19993, 2.08678, -1.31313)
H (-1.88209, 2.16798, -2.00411)
H (-1.74809, 2.09656, 1.81197)
H (-3.04295, 1.71458, 0.84189)
H (-1.82802, 2.92208, 0.30795)
H (-0.77954, -0.91174, -1.32527)
H (-1.00266, -2.15402, 0.00504)
H (2.76530, -1.64676, -0.89299)
H (1.37326, -1.47757, -2.05671)
H (1.47944, -2.77899, -0.88552)
H (0.09101, -1.46011, 2.17375)
H (1.74905, -1.10113, 1.96371)
H (1.21581, -2.52761, 1.23920)

=====

No. 2
C3H13NO3 | ωB97M-V/def2-TZVPD

Properties
LUMO level (alpha / beta)   -2.9 / -8.2 eV
Frontier orbital gap (alpha / beta)   11.77 / 6.38 eV
Electronic energy   -402.22099 Ha
Net charge   +1
Multiplicity   2
HOMO energy (alpha / beta)   -14.6681 / -14.5901 eV
Energy above the lowest of the compared OMol25 structures with the same formula, charge and spin   174.85 kJ/mol

Cartesian coordinates (Å):
C (-0.96761, -1.83804, 0.19797)
C (-1.80131, -0.57089, 0.15939)
C (-1.29298, 0.50036, -0.75543)
O (-0.32658, 1.25044, 0.07897)
N (0.10952, -1.61686, 1.15475)
H (-0.47916, -2.20017, -0.70391)
H (-1.61788, -2.61455, 0.59143)
H (-1.89795, -0.19394, 1.18650)
H (-2.86304, -0.68155, -0.00921)
H (-2.01961, 1.22288, -1.11715)
H (-0.67561, 0.19009, -1.56808)
H (-0.01535, 1.94127, -0.52219)
H (-0.04060, -0.77728, 1.73468)
H (1.00879, -1.36990, 0.70025)
H (1.60920, 1.97622, -1.32162)
H (0.93295, 3.26129, -2.05127)
O (1.29932, 2.37950, -2.13203)
H (2.97030, 0.50499, 1.36362)
H (3.41844, -0.95788, 1.59594)
O (2.64916, -0.40595, 1.41740)

=====

No. 3
C32H33N7O3S5Y | ωB97M-V/def2-TZVPD

Properties
LUMO level (alpha / beta)   4.1 / 4.1 eV
Frontier orbital gap (alpha / beta)   4.12 / 5.34 eV
Electronic energy   -3877.70840 Ha
Net charge   -2
Multiplicity   2
HOMO energy (alpha / beta)   0.0019 / -1.2187 eV
Energy above the lowest of the compared OMol25 structures with the same formula, charge and spin   8.21 kJ/mol

Cartesian coordinates (Å):
Y (0.04193, 0.50834, -0.18244)
C (-1.71228, 2.87040, 2.27516)
N (-0.39213, 2.80838, 1.64140)
C (-0.15134, 4.05423, 0.91545)
C (0.56213, 2.54968, 2.69998)
C (1.04703, 3.57815, 3.48971)
C (1.80271, 3.33986, 4.63054)
C (2.01188, 2.02387, 5.01310)
C (1.55553, 0.98632, 4.22307)
C (0.88679, 1.20133, 2.99540)
N (0.48142, 0.18783, 2.16646)
C (1.07358, -1.06398, 2.28498)
C (2.44021, -1.25741, 2.52151)
C (3.00952, -2.51996, 2.49532)
C (2.22927, -3.63013, 2.20897)
C (0.87138, -3.46279, 1.96136)
C (0.28027, -2.20720, 2.01092)
N (-1.08760, -1.98498, 1.71014)
C (-1.81353, -3.06311, 1.07475)
C (-1.86131, -1.42531, 2.81181)
H (-1.72269, 3.62591, 3.07641)
H (-2.46899, 3.13495, 1.53757)
H (-1.96955, 1.90018, 2.69660)
H (-0.31834, 4.94566, 1.54018)
H (0.86530, 4.05923, 0.52927)
H (-0.84193, 4.10791, 0.07640)
H (0.83189, 4.60439, 3.21921)
H (2.19160, 4.16496, 5.21500)
H (2.53936, 1.79892, 5.93423)
H (1.72931, -0.03126, 4.54458)
H (3.06750, -0.38492, 2.65015)
H (4.07515, -2.62746, 2.66944)
H (2.66965, -4.61987, 2.17272)
H (0.26806, -4.32593, 1.70756)
H (-2.02652, -3.89636, 1.76772)
H (-2.76455, -2.66382, 0.71922)
H (-1.26694, -3.44459, 0.21605)
H (-2.13667, -2.20817, 3.53918)
H (-1.28646, -0.65620, 3.31911)
H (-2.77753, -0.97904, 2.41908)
O (-1.00245, 2.18237, -1.34407)
N (-2.24723, 2.53305, -1.53331)
C (-2.47664, 3.51598, -2.42780)
C (-3.73828, 3.98211, -2.68569)
C (-4.81440, 3.41335, -2.00165)
C (-4.57255, 2.40069, -1.10381)
C (-3.27342, 1.92718, -0.84449)
S (-2.93593, 0.66896, 0.24329)
H (-1.58460, 3.88524, -2.91123)
H (-3.87739, 4.76606, -3.41589)
H (-5.82595, 3.75305, -2.18364)
H (-5.37886, 1.92809, -0.56231)
O (6.61958, 1.66103, -3.40817)
C (5.50368, 1.57037, -2.93415)
S (5.08804, 1.98650, -1.27783)
C (3.35184, 1.62689, -1.35124)
C (2.88082, 1.14468, -2.52461)
S (1.26196, 0.70581, -2.88824)
S (4.09185, 1.00698, -3.82714)
S (2.43498, 1.97311, 0.07367)
N (-1.39702, -5.08539, -5.11715)
C (-2.19789, -3.95492, -4.83021)
O (-3.21919, -3.76382, -5.51352)
C (-1.76174, -3.12778, -3.74592)
C (-2.36825, -1.86059, -3.51329)
C (-1.92653, -1.05162, -2.50742)
N (-0.92256, -1.36506, -1.63544)
C (-0.34836, -2.57831, -1.85356)
C (-0.70625, -3.45165, -2.84171)
H (-1.60035, -5.45077, -6.03337)
H (-0.40936, -4.95814, -4.95649)
H (-3.17028, -1.53704, -4.16363)
H (-2.39267, -0.08509, -2.36814)
H (0.44159, -2.85525, -1.16761)
H (-0.19055, -4.40281, -2.90697)
C (4.23081, -1.99610, -1.22635)
C (2.93600, -1.52784, -0.78838)
N (1.89894, -1.23422, -0.40759)
H (4.93042, -1.94169, -0.39253)
H (4.59160, -1.37602, -2.04555)
H (4.14346, -3.02537, -1.57422)

=====

No. 4
C39H75Br2F3IN4O4 | ωB97M-V/def2-TZVPD

Properties
LUMO level (alpha / beta)   -1.9 / -1.9 eV
Frontier orbital gap (alpha / beta)   8.03 / 9.13 eV
Electronic energy   -7795.93260 Ha
Net charge   +1
Multiplicity   3
HOMO energy (alpha / beta)   -9.9068 / -11.0264 eV
Energy above the lowest of the compared OMol25 structures with the same formula, charge and spin   0.00 kJ/mol

Cartesian coordinates (Å):
C (4.73041, -2.81912, -0.44799)
C (3.39148, -2.07927, -0.34758)
C (3.38551, -0.77113, -1.17418)
C (2.81498, 0.37202, -0.30417)
C (3.94648, 0.88909, 0.57886)
N (1.94038, 1.45680, -1.08482)
C (2.59837, 1.69259, -2.45794)
F (2.24562, 2.81786, -2.99915)
F (3.89875, 1.60518, -2.35756)
F (2.19373, 0.72271, -3.24780)
C (0.55329, 0.73460, -1.36818)
O (0.69968, -0.58690, -1.70454)
C (-0.36648, 0.87926, -0.15433)
C (-0.40433, -0.36818, 0.79573)
C (-1.27092, -1.62472, 0.56903)
C (-0.72192, -2.73976, -0.33459)
N (-0.95064, -4.03470, 0.31737)
C (-1.85381, 1.05212, -0.62659)
I (-2.78263, 2.93543, -1.19125)
C (-2.22124, 0.05697, -1.75530)
C (-2.14403, 0.49770, -3.22395)
C (0.34731, 2.03740, 0.71495)
C (-0.59545, 2.88771, 1.54679)
O (1.22106, 1.43179, 1.68767)
C (1.39032, 2.73370, -0.25807)
C (0.65033, 3.70523, -1.19753)
C (2.42628, 3.62224, 0.51025)
Br (3.93574, 4.21034, -0.58442)
C (1.78669, 4.88531, 1.15410)
C (2.07930, 6.25704, 0.55183)
Br (2.38502, 4.97440, 3.03121)
H (5.13216, -2.76470, -1.46448)
H (5.47487, -2.36831, 0.21422)
H (4.62890, -3.87250, -0.18653)
H (3.21331, -1.84330, 0.70584)
H (2.59568, -2.73020, -0.71246)
H (4.41250, -0.52812, -1.46222)
H (2.85354, -0.95864, -2.09352)
H (2.10527, -0.07649, 0.37243)
H (4.58207, 1.61913, 0.09032)
H (4.57894, 0.02276, 0.79579)
H (3.58608, 1.25696, 1.53351)
H (0.09960, 1.25472, -2.21076)
H (0.67280, -0.70002, -2.66503)
H (-0.75625, 0.04198, 1.73986)
H (0.59423, -0.74536, 1.00371)
H (-2.30822, -1.39127, 0.31421)
H (-1.33351, -2.08202, 1.56392)
H (0.34395, -2.61478, -0.50797)
H (-1.22766, -2.70349, -1.30940)
H (-0.62671, -4.79376, -0.26841)
H (-1.94287, -4.17586, 0.47067)
H (-2.46378, 0.80497, 0.24213)
H (-3.25939, -0.22950, -1.55707)
H (-1.63656, -0.84784, -1.63163)
H (-1.34921, 1.21577, -3.43990)
H (-3.08539, 0.92269, -3.57295)
H (-1.94861, -0.38515, -3.84284)
H (-1.27006, 2.20333, 2.07104)
H (-0.02395, 3.42098, 2.30711)
H (-1.20615, 3.60346, 1.01332)
H (0.71543, 1.20414, 2.47673)
H (1.34205, 4.43729, -1.61233)
H (-0.11683, 4.22586, -0.63835)
H (0.16615, 3.24069, -2.05137)
H (2.91719, 3.07807, 1.29990)
H (0.71360, 4.80682, 1.24507)
H (1.36310, 6.96159, 0.98356)
H (1.92865, 6.26946, -0.52795)
H (3.07157, 6.61845, 0.81542)
C (-3.01497, 3.18042, 7.30468)
C (-3.22395, 1.66008, 7.39695)
C (-2.68413, 1.12308, 8.72545)
C (-1.15704, 1.09962, 8.79999)
C (-0.56208, 0.34525, 7.61164)
C (-1.05603, 0.86748, 6.26040)
N (-2.55054, 0.93985, 6.26559)
O (-3.09010, -0.20005, 6.00899)
C (-0.42319, 2.22772, 5.93615)
C (-0.64372, -0.08654, 5.15504)
C (-4.72132, 1.40075, 7.29134)
H (-3.10045, 3.52353, 6.27290)
H (-3.78789, 3.67984, 7.88720)
H (-2.06126, 3.51632, 7.70297)
H (-3.06223, 0.10724, 8.87408)
H (-3.09551, 1.73407, 9.53167)
H (-0.75744, 2.11592, 8.84798)
H (-0.84886, 0.61097, 9.72509)
H (0.52916, 0.40122, 7.62733)
H (-0.82613, -0.71316, 7.69609)
H (-0.91070, 2.68845, 5.07449)
H (0.63188, 2.08758, 5.69316)
H (-0.45637, 2.93494, 6.75821)
H (-0.98146, -1.10312, 5.33524)
H (0.44681, -0.09393, 5.08472)
H (-1.06565, 0.24554, 4.20879)
H (-5.10734, 1.72592, 6.32451)
H (-5.22558, 1.96758, 8.07387)
H (-4.96271, 0.34938, 7.42006)
C (0.42094, -1.73576, -7.35953)
C (0.50725, -2.36912, -5.96217)
C (1.44204, -3.58134, -5.97371)
C (0.83985, -4.79903, -6.67269)
C (-0.52729, -5.14868, -6.08400)
C (-1.50712, -3.97239, -6.07231)
N (-0.83551, -2.78814, -5.44429)
O (-0.87057, -2.82029, -4.15499)
C (-1.99402, -3.65558, -7.49300)
C (-2.73701, -4.31562, -5.24170)
C (1.03396, -1.30489, -5.01467)
H (-0.45311, -1.08922, -7.44213)
H (1.30776, -1.12595, -7.53133)
H (0.38597, -2.46602, -8.16207)
H (1.68426, -3.85221, -4.94056)
H (2.37902, -3.28658, -6.45244)
H (0.76270, -4.62543, -7.74857)
H (1.51152, -5.64979, -6.55227)
H (-0.98508, -5.96780, -6.64191)
H (-0.39122, -5.50263, -5.05740)
H (-2.53855, -2.71100, -7.51357)
H (-2.67504, -4.44304, -7.81314)
H (-1.19995, -3.60985, -8.23193)
H (-2.47509, -4.63396, -4.23613)
H (-3.26821, -5.13081, -5.73234)
H (-3.40995, -3.46057, -5.16785)
H (0.33882, -0.46282, -4.95633)
H (1.99735, -0.93235, -5.36282)
H (1.17932, -1.72661, -4.02017)

=====

No. 5
C28H33BeCl5F5MgN3O12P | ωB97M-V/def2-TZVPD

Properties
LUMO level   -4.4 eV
Frontier orbital gap   1.27 eV
Electronic energy   -5509.77824 Ha
Net charge   -1
HOMO energy   -5.6879 eV

Cartesian coordinates (Å):
C (4.26742, -4.45178, 2.88787)
C (3.29812, -3.30037, 2.62455)
C (3.57394, -2.57142, 1.32598)
F (3.73893, -3.51824, 0.32799)
C (2.41335, -1.70781, 0.83337)
C (1.18011, -1.71698, 1.45843)
C (0.11852, -0.94760, 0.97529)
C (0.31582, -0.18233, -0.14753)
C (-0.84458, 0.59948, -0.74016)
C (-2.16828, -0.18993, -0.70817)
C (-3.15113, 0.50436, 0.23636)
O (-4.30815, -0.24903, 0.49601)
C (-4.09069, -1.23414, 1.42024)
C (-4.89792, -2.47712, 1.22347)
O (-3.32979, -1.10257, 2.33373)
N (1.55100, -0.12888, -0.72920)
P (1.88985, 1.00704, -2.12931)
O (1.04468, 2.49310, -1.56066)
Cl (0.82838, 0.25668, -3.58657)
C (2.59057, -0.86640, -0.27432)
C (3.91561, -0.76330, -0.95089)
C (4.68274, 0.36664, -0.25354)
F (3.94671, 1.54866, -0.24623)
H (5.04367, -4.17320, 3.61019)
H (3.73869, -5.32106, 3.28944)
H (4.77533, -4.79758, 1.99298)
H (2.30655, -3.75054, 2.58890)
H (3.35296, -2.62516, 3.48205)
H (4.46310, -1.94604, 1.41955)
H (1.00889, -2.32192, 2.33515)
H (-0.84532, -0.97760, 1.46756)
H (-1.02672, 1.52664, -0.14797)
H (-0.67747, 0.85289, -1.77673)
H (-2.01177, -1.23613, -0.45229)
H (-2.60732, -0.20713, -1.70552)
H (-3.47629, 1.41708, -0.26961)
H (-2.64310, 0.81677, 1.15490)
H (-5.26270, -2.80048, 2.20075)
H (-4.28287, -3.27829, 0.81849)
H (-5.72338, -2.26577, 0.54747)
H (0.49599, 2.86763, -2.27355)
H (4.51628, -1.66361, -0.85933)
H (3.82492, -0.56763, -2.04616)
H (4.86655, 0.06754, 0.78020)
H (5.64596, 0.47194, -0.74671)
F (-9.61556, 3.69580, -0.60371)
C (-8.60272, 3.07376, 0.03135)
C (-7.92203, 2.06358, -0.61795)
C (-6.87641, 1.42723, 0.03633)
C (-6.53400, 1.80390, 1.33006)
C (-7.23506, 2.81952, 1.96638)
C (-8.27486, 3.46511, 1.31351)
H (-8.21016, 1.78167, -1.62210)
H (-6.32962, 0.63975, -0.46152)
H (-5.72189, 1.30594, 1.84072)
H (-6.97212, 3.10995, 2.97488)
H (-8.82813, 4.26391, 1.78932)
F (3.32130, -0.06921, -3.55588)
N (-1.75553, -1.00894, -6.06691)
O (-2.36600, -0.93401, -7.13876)
O (-0.51319, -0.94345, -6.03813)
O (-2.38744, -1.14203, -4.99543)
Mg (0.39217, 2.78735, 0.20448)
F (2.62132, -6.46360, 2.27984)
C (-5.70490, 0.91721, -6.87485)
Cl (-5.43114, -0.05143, -8.32096)
Cl (-6.94447, 2.14269, -7.21318)
Cl (-6.25690, -0.12658, -5.56145)
Cl (-4.20846, 1.71930, -6.39756)
N (8.35659, 3.64148, 0.73117)
C (8.21506, 3.50445, -0.62653)
C (6.88265, 3.37960, -0.90266)
C (6.18940, 3.44659, 0.33736)
C (7.13089, 3.61219, 1.32580)
H (9.23063, 3.74589, 1.21467)
H (9.07438, 3.50519, -1.27373)
H (6.44979, 3.25362, -1.88113)
H (5.12668, 3.37568, 0.48390)
H (7.02926, 3.70812, 2.39370)
Be (4.76671, 5.58136, 0.97552)
C (-6.09569, -4.64822, 5.08691)
O (-5.57875, -4.39953, 3.96619)
O (-6.22318, -3.52248, 5.90785)
O (-6.48846, -5.72170, 5.53258)
H (-5.84036, -2.87483, 5.29656)
C (10.04469, 0.69336, 0.68128)
O (10.54680, 1.24367, -0.29079)
O (10.47791, 0.76460, 1.85807)
O (9.01366, -0.02283, 0.65840)

=====

No. 6
C3H12N2OS | ωB97M-V/def2-TZVPD

Properties
LUMO level   0.7 eV
Frontier orbital gap   9.78 eV
Electronic energy   -704.41919 Ha
Net charge   0
HOMO energy   -9.0790 eV
Energy above the lowest of the compared OMol25 structures with the same formula, charge and spin   50.01 kJ/mol
SMILES   NC[C@H](N)CS.O

Cartesian coordinates (Å):
N (1.83486, -0.90977, -0.30790)
C (0.38078, -1.09103, -0.56497)
C (-0.44706, 0.12391, -0.11091)
N (-0.58872, 0.04641, 1.34093)
C (-1.87492, -0.06947, -0.67139)
S (-2.85543, 1.44718, -0.91798)
H (2.33536, -1.19206, -1.11328)
H (2.07598, -1.50468, 0.47007)
H (0.12711, -1.35184, -1.58525)
H (0.01451, -1.85120, 0.12871)
H (-0.12589, 1.08496, -0.51723)
H (0.28373, 0.13077, 1.84321)
H (-1.25435, 0.72529, 1.68170)
H (-1.73797, -0.46998, -1.67622)
H (-2.51244, -0.74409, -0.12426)
H (-2.85236, 1.93705, 0.32916)
O (2.41648, 1.59523, 0.39648)
H (2.49292, 1.43838, 1.34593)
H (2.28741, 0.65496, 0.05322)

=====

No. 7
C2H3F3NO | ωB97M-V/def2-TZVPD

Properties
LUMO level (alpha / beta)   4.5 / 4.5 eV
Frontier orbital gap (alpha / beta)   6.83 / 6.83 eV
Electronic energy   -507.48358 Ha
Net charge   -1
HOMO energy (alpha / beta)   -2.3371 / -2.3366 eV
Energy above the lowest of the compared OMol25 structures with the same formula, charge and spin   230.48 kJ/mol

Cartesian coordinates (Å):
C (0.13659, 0.78810, -0.49181)
C (0.86683, -0.32847, 0.22236)
N (-1.69634, 0.02005, 0.00633)
O (-1.73594, -0.26466, 1.28381)
F (0.15406, 2.11229, -0.07286)
F (2.28793, -0.03504, 0.52728)
F (0.93848, -1.39266, -0.58050)
H (-0.06390, 0.70913, -1.51304)
H (0.60293, -0.74233, 1.22095)
H (-1.49064, -0.86639, -0.60254)

=====

No. 8
C7H11N3 | ωB97M-V/def2-TZVPD

Properties
LUMO level (alpha / beta)   0.0 / -0.5 eV
Frontier orbital gap (alpha / beta)   8.42 / 7.74 eV
Electronic energy   -437.33551 Ha
Net charge   0
HOMO energy (alpha / beta)   -8.4453 / -8.2680 eV
Energy above the lowest of the compared OMol25 structures with the same formula, charge and spin   596.57 kJ/mol

Cartesian coordinates (Å):
C (2.01831, -1.76627, -0.92133)
C (0.61726, 1.38498, 1.34693)
C (1.74461, 1.15100, 0.45247)
C (-2.62975, -1.05921, 0.12737)
C (-1.95248, 0.31621, 0.47429)
C (-1.36669, -0.66510, -0.51188)
C (1.45728, 0.38980, -0.88407)
N (2.87050, -2.52039, -1.02966)
N (1.00743, -0.96570, -0.69014)
N (-0.18833, -1.49646, -0.22767)
H (0.60459, 0.90028, 2.29132)
H (-0.21871, 1.97541, 1.06518)
H (2.57549, 0.55905, 0.97013)
H (-2.71653, -1.76498, 0.90642)
H (-3.40372, -1.29973, -0.54048)
H (-2.48781, 1.29559, 0.25288)
H (-1.52660, 0.25345, 1.43063)
H (-1.44373, -0.28040, -1.63638)
H (1.83599, 2.10578, -0.11272)
H (0.75842, 1.09092, -1.32164)
H (2.44449, 0.39576, -1.44163)

=====

electronic energy of number 1 (C7H14N3O3)?
-664.92124 Ha